ORCA calculation (ωB97M-V/def2-TZVPD) on a molecular structure, C21H22CrF3N3O2.

CARTESIAN COORDINATES (ANGSTROEM)
Cr (0.031, 0.002, -0.302)
N (-1.248, -1.511, 0.691)
C (-1.220, -1.569, 2.188)
C (0.196, -1.776, 2.737)
C (0.642, -0.722, 3.757)
C (0.614, 0.700, 3.211)
N (1.297, 0.783, 1.912)
H (-2.169, -1.219, 0.409)
H (-1.119, -2.434, 0.318)
H (-1.875, -2.365, 2.535)
H (-1.637, -0.628, 2.541)
H (0.883, -1.739, 1.898)
H (0.297, -2.767, 3.183)
H (1.657, -0.978, 4.088)
H (0.008, -0.754, 4.648)
H (1.009, 1.377, 3.965)
H (-0.414, 1.004, 3.026)
H (2.277, 0.540, 1.993)
H (1.245, 1.715, 1.515)
N (2.154, -2.198, -1.058)
C (1.365, -1.413, -0.808)
H (2.855, -2.840, -1.390)
F (-5.560, 7.429, 1.945)
C (-5.976, 6.182, 2.241)
F (-7.156, 5.975, 1.612)
F (-6.219, 6.125, 3.570)
C (-4.968, 5.158, 1.838)
C (-5.247, 3.819, 2.071)
C (-4.334, 2.849, 1.696)
C (-3.125, 3.200, 1.085)
C (-2.862, 4.552, 0.864)
C (-3.778, 5.526, 1.238)
C (-2.169, 2.196, 0.685)
C (-1.370, 1.345, 0.333)
H (-6.183, 3.537, 2.542)
H (-4.549, 1.803, 1.871)
H (-1.931, 4.832, 0.388)
H (-3.566, 6.571, 1.059)
O (-0.109, 0.730, -2.677)
C (0.769, 1.520, -2.283)
O (1.220, 1.476, -1.071)
C (1.334, 2.545, -3.230)
C (2.421, 3.334, -2.869)
C (2.928, 4.274, -3.760)
C (2.343, 4.431, -5.012)
C (1.255, 3.645, -5.372)
C (0.756, 2.701, -4.483)
H (2.851, 3.207, -1.884)
H (3.774, 4.890, -3.475)
H (2.735, 5.168, -5.706)
H (0.795, 3.769, -6.347)
H (-0.091, 2.074, -4.743)

charge: 0
HOMO-LUMO gap (spin up / spin down): 7.457 / 8.150 eV
energy: -2472.240476 a.u.
LUMO level (spin up / spin down): 0.07 / 0.06 eV
molar mass: 457.4 g/mol
E_HOMO (spin up / spin down): -0.2713 / -0.2973 Eh
relative energy (zero: lowest compared OMol25 entry of this formula, charge and spin): 5.8 kcal/mol
multiplicity: 5